19 unconnected molecules or ions with the total composition C84H200B6F24N17O9 in a non-equilibrium geometry. Source: the Open Molecules 2025 dataset; level of theory: ωB97M-V/def2-TZVPD.

Cartesian coordinates (Å):
1 H 1.350 2.998 9.733
2 H -3.530 -7.461 0.782
3 H 7.678 1.399 3.004
4 H 3.027 6.770 -1.394
5 H -0.637 -4.285 0.403
6 C 1.160 1.328 7.993
7 H -3.201 5.726 2.349
8 B -0.301 0.291 -5.889
9 H -0.861 4.378 -1.191
10 C 2.283 -2.486 -4.417
11 F -0.249 0.788 3.801
12 H -0.237 -1.751 4.744
13 H 2.879 5.434 -0.344
14 H -1.940 3.601 -6.549
15 H -0.137 6.793 7.913
16 H -3.104 4.489 4.131
17 C -1.064 -4.095 4.899
18 F -5.172 4.569 -2.105
19 C -4.230 4.864 -5.818
20 H 5.545 -0.543 4.778
21 C -1.527 5.247 -1.092
22 H -3.576 -4.302 2.679
23 H -0.862 4.015 7.458
24 H 1.198 0.468 -0.844
25 H -2.171 5.284 -1.971
26 C 0.593 10.197 1.100
27 C 3.482 2.765 -2.535
28 C -0.160 -2.234 3.752
29 C -1.294 2.675 9.141
30 H 1.437 1.450 -3.401
31 H 5.302 -0.060 -4.488
32 H -3.418 -0.070 2.025
33 H 4.547 0.284 2.157
34 H -2.127 0.515 -2.643
35 H 5.715 -4.569 -6.598
36 O 4.456 -3.699 -8.052
37 H 4.785 -3.048 -9.927
38 H 9.548 0.291 4.161
39 H 4.155 3.553 -0.613
40 H 1.459 -2.675 6.260
41 H 1.451 2.927 -4.233
42 C 9.809 -2.383 4.015
43 H 3.480 -4.521 -5.873
44 C 5.461 4.947 -4.195
45 H 2.922 -2.109 -7.708
46 H 5.659 3.904 -3.940
47 N -6.674 -0.918 -0.135
48 H -2.681 2.679 -7.925
49 C 1.696 -7.649 1.098
50 H 3.729 2.876 -3.612
51 H 3.930 -8.105 4.972
52 C 4.913 1.772 3.684
53 H 4.118 6.490 -3.506
54 C -5.759 0.243 0.004
55 F -3.487 3.101 -2.639
56 C 2.275 -3.160 5.712
57 H -4.932 2.752 -8.391
58 H 4.192 2.429 3.186
59 C -6.398 4.945 4.772
60 H -0.684 -1.864 -1.287
61 C -5.940 -2.158 0.194
62 C 2.512 -6.112 2.363
63 N -0.910 0.863 -0.938
64 C -0.669 2.994 7.820
65 F -0.495 -0.053 -7.307
66 H 0.178 5.150 9.238
67 H 6.154 -2.174 0.195
68 H 7.123 -0.107 1.035
69 H 1.381 7.570 8.447
70 C -2.057 -9.113 -3.241
71 H 9.230 -0.479 2.600
72 H -5.644 -2.055 1.231
73 H -3.987 4.511 5.675
74 H -1.004 2.331 7.023
75 H -5.851 0.341 2.159
76 H 2.456 -6.041 4.924
77 H 3.738 1.745 -2.232
78 F -5.706 2.328 -2.632
79 H -5.083 4.465 -8.512
80 H -2.675 4.462 -8.007
81 H -1.273 2.815 1.558
82 C 1.165 8.807 1.042
83 H -4.505 7.411 -7.447
84 H -0.369 -1.406 3.040
85 C 3.942 -1.149 -5.543
86 H 0.650 -3.362 -3.547
87 H -3.752 -1.369 -6.291
88 C -3.605 6.118 -6.264
89 H -5.313 6.349 2.883
90 H 1.738 5.346 9.879
91 H -5.274 4.888 -5.485
92 C -0.847 -4.267 2.570
93 N -3.457 -4.153 -5.941
94 H 1.558 -1.601 -6.582
95 C 1.457 -8.017 2.382
96 C -7.895 -0.776 0.676
97 H -3.776 4.565 -4.857
98 H -0.048 -4.504 4.980
99 B 2.348 -2.082 -0.632
100 C 5.359 -3.504 -9.123
101 H -5.080 2.781 4.846
102 F -0.499 -0.871 -5.076
103 F 1.909 -1.456 0.639
104 C -3.077 -5.396 -5.818
105 C -0.158 7.249 -1.989
106 H -1.919 -1.867 -2.585
107 H -4.645 -8.166 -6.829
108 H -5.166 -3.148 -6.882
109 C 0.655 0.352 7.002
110 H -2.529 -6.070 -1.711
111 H -1.529 -8.665 0.689
112 H 0.734 10.761 0.168
113 H -2.891 -0.962 -4.819
114 C -2.827 -2.945 -5.253
115 H 1.901 -1.472 -4.298
116 H 2.977 -5.188 2.669
117 H 9.516 -3.307 4.493
118 C 1.229 4.990 8.974
119 H -6.132 3.596 -7.375
120 H -3.737 6.101 4.839
121 H 1.805 1.044 1.791
122 C -3.705 -7.601 -6.826
123 H -6.505 -3.071 0.051
124 H 2.261 1.319 8.048
125 H 5.402 6.816 -1.849
126 H -4.015 3.645 0.639
127 N 4.282 5.126 -1.994
128 C 1.140 -3.503 -4.514
129 C -1.578 -1.371 -1.674
130 H -2.764 1.733 -0.416
131 H 2.078 -4.869 -0.267
132 C -1.254 0.082 -2.123
133 H -2.669 -3.328 -4.245
134 H 1.040 -7.065 4.996
135 O 2.067 2.971 -2.227
136 C 1.289 -2.597 3.517
137 H -6.301 1.110 -0.400
138 H -3.114 -7.627 -7.752
139 H 2.226 8.806 0.817
140 H 5.876 -2.805 -6.770
141 H -7.481 -0.104 -1.969
142 H 3.306 4.875 -3.813
143 H 4.562 -3.764 -4.721
144 O 1.575 5.663 7.804
145 H 2.610 3.472 8.447
146 N 0.813 2.780 7.755
147 C 2.080 -7.024 4.647
148 F 3.471 -2.899 -0.339
149 H -5.108 2.459 -5.303
150 H 1.796 -3.253 -7.074
151 H -0.433 0.328 6.949
152 H 5.688 -4.483 -9.491
153 C -2.494 -2.666 3.592
154 H -0.843 3.294 9.930
155 C 2.733 -5.711 -0.074
156 H -0.404 7.111 -3.031
157 N -2.671 -8.080 -0.995
158 H 2.259 5.226 -1.967
159 C 1.208 2.509 -3.264
160 F 1.036 0.784 -5.662
161 H 0.178 2.676 -2.925
162 H -2.432 -2.070 2.683
163 C -5.103 3.647 -7.787
164 H -3.710 6.845 -5.460
165 H -1.019 -6.926 -1.731
166 H -1.747 -4.943 4.905
167 H -1.928 -3.237 0.966
168 C -3.860 5.010 4.715
169 H -0.493 10.153 1.191
170 H 6.193 -2.864 -8.809
171 H -2.473 -1.926 4.430
172 H -5.035 -2.171 -0.432
173 F -5.281 -3.407 -2.890
174 H -1.267 1.634 9.440
175 H -4.140 1.606 -6.505
176 F -1.170 1.293 -5.571
177 H 3.149 -0.408 -5.417
178 C 1.579 3.511 8.792
179 H -4.765 1.493 1.323
180 H 2.361 2.869 6.475
181 H -1.669 -6.412 -0.166
182 C 0.937 6.908 7.711
183 N 6.372 -0.239 2.958
184 N 3.170 -2.414 -5.661
185 C 5.163 -3.649 -6.829
186 H -4.651 -3.176 3.565
187 C -3.877 -7.751 -0.212
188 H 6.331 5.597 -3.990
189 H 1.491 -8.068 0.135
190 H 1.018 2.639 2.301
191 C -6.972 -0.999 -1.626
192 N -3.885 -6.137 -6.571
193 H 4.507 -1.047 -6.470
194 H -7.580 -1.885 -1.860
195 C 5.366 0.887 2.566
196 O -3.994 6.601 -7.560
197 C 5.715 -1.781 1.105
198 O 8.602 -1.571 4.178
199 H -5.500 -5.810 -7.915
200 C 4.333 3.667 -1.674
201 C -1.721 1.615 -0.192
202 H -4.538 -7.020 -0.662
203 F 2.829 6.551 2.465
204 H 1.031 10.771 1.906
205 H 2.904 -7.900 6.309
206 H 2.153 2.575 0.950
207 C -1.934 -6.786 -1.154
208 H 2.647 -4.080 6.166
209 C -3.985 5.238 1.782
210 C -0.975 2.146 0.774
211 H -8.522 -1.653 0.439
212 H -3.554 -7.688 -2.831
213 H -1.602 -5.051 2.620
214 F -4.462 -5.482 -3.089
215 C 2.318 -2.329 -6.834
216 N 0.498 7.939 0.022
217 H 0.852 1.001 8.985
218 C -4.623 -4.064 -6.713
219 H 1.524 -2.913 2.494
220 H -2.064 5.126 -0.146
221 H -0.750 -8.336 -4.460
222 H -2.652 -9.450 -4.098
223 H -1.252 -3.432 5.750
224 H -0.954 -9.323 -0.907
225 C 6.821 -0.891 1.732
226 C -4.846 -5.338 -7.183
227 H 4.756 6.419 0.637
228 H -7.820 -0.770 1.772
229 C -5.139 0.446 1.347
230 H 10.051 -2.602 2.981
231 C 1.387 2.014 1.484
232 H 5.720 2.429 4.013
233 B -4.732 3.223 -2.063
234 H 1.053 -8.876 2.887
235 C -5.240 5.281 2.660
236 C 0.303 0.942 -0.481
237 H -0.412 0.098 -2.815
238 H 7.192 0.638 4.573
239 O -1.241 -8.055 -3.677
240 C -4.159 2.482 -5.847
241 H 1.013 9.126 -1.681
242 C 3.060 5.662 -1.388
243 N -1.146 -3.334 3.699
244 N -5.167 4.666 4.013
245 H -0.508 6.497 1.134
246 H -3.056 -8.044 -6.066
247 O -4.056 -0.480 1.415
248 B -4.832 -4.557 -2.132
249 H -2.453 -1.405 -1.010
250 C 5.471 5.802 -1.377
251 N -0.643 6.441 -0.938
252 H 1.265 4.241 6.383
253 H 5.877 1.450 1.797
254 H -2.358 2.946 9.167
255 H 5.434 -2.606 1.770
256 H -4.570 -1.772 -4.797
257 F 1.323 -2.826 -1.187
258 C 1.319 3.149 6.422
259 H 2.716 -6.456 -0.872
260 H 10.653 -1.844 4.469
261 H 3.086 -2.417 5.674
262 H 1.050 7.200 6.671
263 H -6.443 4.340 5.681
264 H 4.879 -1.179 0.749
265 H -2.218 -5.820 -5.344
266 C 2.871 -8.119 5.255
267 H -3.824 -9.391 -2.121
268 N 0.265 1.691 0.611
269 C 5.743 -1.200 3.934
270 H -1.482 -9.951 -2.833
271 H 5.200 5.131 -5.247
272 F -1.607 2.603 4.371
273 H -4.932 0.001 -0.687
274 F 1.324 4.944 1.946
275 O 1.819 -3.593 4.382
276 H 2.522 -9.109 4.949
277 C -0.235 6.908 0.189
278 C -2.707 3.609 -7.336
279 H 4.393 1.240 4.478
280 H -7.207 4.622 4.102
281 C 4.071 -3.615 -5.700
282 H -6.515 6.024 4.856
283 H 6.332 5.318 -1.854
284 F 2.749 -1.057 -1.473
285 H -0.183 -2.744 1.149
286 H 2.960 -2.722 -3.602
287 H 7.606 -1.567 2.076
288 H -1.902 -2.743 -5.795
289 H -3.284 2.509 -5.209
290 H -4.257 5.821 0.895
291 B -1.554 1.178 4.145
292 F 3.494 4.357 1.843
293 F -2.406 0.863 3.098
294 H -4.513 -8.627 -0.036
295 H 6.426 -2.027 4.161
296 C 4.936 -1.093 -4.394
297 H -3.601 -4.187 4.474
298 C 4.176 5.409 -3.442
299 C -3.663 -3.637 3.546
300 C -0.902 -3.573 1.171
301 C 8.828 -0.311 3.600
302 H -4.155 2.992 3.387
303 F -1.961 0.479 5.311
304 H 5.847 -1.659 -4.587
305 H 5.377 3.358 -1.787
306 H 1.071 0.464 5.996
307 H -2.319 -10.067 -0.169
308 F -3.614 -4.110 -1.538
309 C -1.802 -9.111 -0.258
310 N 2.040 -7.037 3.152
311 H -5.975 2.823 3.265
312 H -6.169 4.922 2.214
313 C -3.125 -8.568 -2.326
314 C 7.545 0.451 3.544
315 F -5.785 -4.963 -1.184
316 H 4.804 -1.535 3.496
317 H -5.980 -1.216 -2.024
318 F -4.676 2.908 -0.661
319 B 2.564 5.153 2.619
320 H 1.052 8.215 1.952
321 H 4.525 -1.198 -3.387
322 H 1.839 -1.671 3.689
323 N 2.322 -6.448 1.143
324 C 0.503 8.241 -1.320
325 H 1.402 -4.556 -4.629
326 H 0.776 2.685 5.607
327 N -4.041 3.694 -6.695
328 C -5.126 3.181 3.848
329 H -8.507 0.068 0.334
330 H 6.535 6.282 0.282
331 H -2.526 5.925 -6.387
332 C 5.538 5.852 0.132
333 H 0.153 -4.619 2.786
334 H 3.719 -5.266 -0.002
335 H 0.931 -0.614 7.443
336 C -3.588 -1.684 -5.261
337 F 2.453 4.740 3.950
338 H 0.422 -3.155 -5.261
339 O -3.512 3.939 1.438
340 H 5.359 4.855 0.530

Output
- charge = +7
- F_max (eV/A) = 4.07
- calculated total energy (Ha) = -7473.24884